# 1
{"formula": "C50H56F5N12O3", "method": "ωB97M-V/def2-TZVPD", "elements": ["C", "N", "C", "C", "C", "C", "C", "C", "O", "C", "C", "C", "C", "C", "C", "C", "C", "F", "F", "C", "F", "F", "N", "N", "C", "O", "N", "C", "O", "F", "H", "H", "H", "H", "H", "H", "H", "H", "H", "H", "H", "H", "H", "H", "H", "H", "N", "C", "C", "C", "C", "H", "H", "H", "H", "H", "N", "C", "C", "C", "C", "H", "H", "H", "H", "H", "N", "C", "C", "C", "C", "H", "H", "H", "H", "H", "N", "C", "C", "C", "C", "H", "H", "H", "H", "H", "N", "C", "C", "C", "C", "H", "H", "H", "H", "H", "N", "C", "C", "C", "C", "H", "H", "H", "H", "H", "N", "C", "C", "C", "C", "H", "H", "H", "H", "H", "N", "C", "C", "C", "C", "H", "H", "H", "H", "H"], "xyz": [[4.6627, -2.9476, 1.9056], [3.2521, -2.4830, 2.1079], [2.7726, -1.5877, 1.0236], [1.6315, -2.2869, 0.0858], [1.4215, -3.8014, 0.3194], [0.3259, -4.3825, -0.6837], [-0.1064, -5.9165, -0.6885], [-0.5229, -6.3376, 0.8356], [0.1433, -7.1663, 1.5065], [-1.8839, -5.6352, 1.3677], [-3.1548, -6.5047, 1.5849], [-4.4906, -5.8412, 2.0522], [-4.6205, -4.2987, 2.3168], [-3.3226, -3.4363, 2.1258], [-1.9934, -4.1007, 1.6590], [-0.2168, -3.2444, -1.6094], [-1.3120, -3.7431, -2.7096], [-1.5313, -2.6831, -3.6686], [-0.8653, -4.8643, -3.4661], [-2.7392, -3.9596, -1.9778], [-2.8585, -2.8630, -1.0396], [-3.7386, -3.6816, -2.9838], [0.0579, -1.8748, -1.6724], [0.9768, -1.4097, -0.8267], [1.2952, 0.0688, -0.8771], [2.2255, 0.5576, -1.5710], [0.4202, 0.9145, 0.0327], [-0.8656, 1.2346, -0.6321], [-1.8829, 0.5417, -0.3575], [-0.9525, 2.3374, -1.5372], [5.2759, -2.5595, 2.8019], [4.6955, -4.1040, 1.8663], [5.1475, -2.5777, 0.9331], [3.1195, -2.0134, 3.0154], [2.3325, -0.6384, 1.5259], [3.5953, -1.2102, 0.3172], [1.9726, -4.4516, 1.0848], [0.7636, -6.5937, -1.0045], [-1.0659, -6.1045, -1.3098], [-3.1262, -7.6287, 1.3957], [-5.4244, -6.5041, 2.1816], [-5.6251, -3.8357, 2.6289], [-3.4045, -2.3163, 2.3405], [-1.0902, -3.3956, 1.5070], [-2.8756, -4.9817, -1.4895], [0.1466, 0.2569, 0.7968], [-1.2916, -0.4767, -8.4838], [-0.8761, -0.8186, -7.2250], [-1.7787, -1.7177, -6.7104], [-2.7723, -1.9304, -7.6980], [-2.4442, -1.1539, -8.7821], [-0.8222, 0.1714, -9.0958], [0.0226, -0.3926, -6.8045], [-1.7288, -2.1730, -5.7321], [-3.6320, -2.5801, -7.6240], [-2.9307, -1.0239, -9.7371], [5.1178, 2.1833, 2.0065], [3.7560, 2.0711, 2.0935], [3.2281, 2.3202, 0.8480], [4.3142, 2.5882, -0.0221], [5.4668, 2.4933, 0.7192], [5.7630, 2.0572, 2.7708], [3.2804, 1.8262, 3.0320], [2.1819, 2.3123, 0.5852], [4.2588, 2.8235, -1.0749], [6.5027, 2.6211, 0.4427], [-2.2749, -6.1062, -6.5242], [-2.8478, -7.2496, -7.0165], [-3.2553, -6.9983, -8.3039], [-2.9106, -5.6561, -8.6017], [-2.3047, -5.1315, -7.4864], [-1.8909, -5.9991, -5.5996], [-2.9170, -8.1397, -6.4092], [-3.7460, -7.7029, -8.9593], [-3.0858, -5.1320, -9.5299], [-1.8948, -4.1529, -7.2942], [-1.5464, 4.7685, -4.9391], [-1.1430, 4.7718, -6.2476], [-0.3862, 3.6456, -6.4608], [-0.3359, 2.9333, -5.2371], [-1.0630, 3.6487, -4.3170], [-2.1115, 5.4790, -4.5024], [-1.4273, 5.5740, -6.9119], [0.0786, 3.3649, -7.3947], [0.1753, 2.0000, -5.0502], [-1.2763, 3.4592, -3.2782], [6.7516, 5.9283, 3.7635], [6.7734, 4.5721, 3.5779], [7.6962, 4.0402, 4.4460], [8.2471, 5.1151, 5.1866], [7.6433, 6.2674, 4.7462], [6.1693, 6.5761, 3.2565], [6.1335, 4.1042, 2.8451], [7.9463, 2.9929, 4.5385], [9.0015, 5.0526, 5.9571], [7.7719, 7.2965, 5.0454], [-1.7875, 3.5171, 1.9434], [-0.5462, 4.0162, 2.2421], [-0.7146, 5.2454, 2.8306], [-2.1080, 5.4954, 2.8951], [-2.7452, 4.4111, 2.3432], [-1.9678, 2.6309, 1.5001], [0.3471, 3.4553, 2.0089], [0.0773, 5.8928, 3.1777], [-2.5914, 6.3718, 3.3012], [-3.7941, 4.1995, 2.1996], [-7.7332, -1.9891, 4.3066], [-7.3109, -2.3263, 5.5658], [-8.2048, -3.2312, 6.0842], [-9.2000, -3.4531, 5.1001], [-8.8819, -2.6760, 4.0132], [-7.2709, -1.3384, 3.6922], [-6.4143, -1.8931, 5.9832], [-8.1480, -3.6843, 7.0630], [-10.0543, -4.1094, 5.1782], [-9.3727, -2.5517, 3.0596], [5.1044, 9.4930, 7.7170], [5.9164, 8.6293, 7.0320], [5.2292, 8.1874, 5.9277], [3.9574, 8.8122, 5.9442], [3.9100, 9.6142, 7.0582], [5.3479, 9.9664, 8.5723], [6.9099, 8.4031, 7.3894], [5.5998, 7.4944, 5.1914], [3.1646, 8.6893, 5.2208], [3.1312, 10.2580, 7.4386]], "lowdin_charge": [-0.11, -0.14, -0.16, -0.01, 0.15, 0.01, -0.04, -0.28, 0.08, -0.11, -0.01, -0.04, -0.03, -0.05, -0.04, -0.01, -0.25, 0.03, 0.06, -0.12, 0.00, 0.03, 0.21, 0.01, -0.26, 0.18, 0.16, -0.32, 0.10, 0.07, 0.10, 0.09, 0.09, 0.11, 0.13, 0.14, 0.14, 0.16, 0.12, 0.11, 0.10, 0.09, 0.09, 0.08, 0.17, 0.14, 0.01, -0.14, -0.13, -0.13, -0.12, 0.15, 0.10, 0.07, 0.10, 0.11, -0.01, -0.14, -0.14, -0.10, -0.13, 0.14, 0.11, 0.05, 0.10, 0.12, 0.00, -0.15, -0.11, -0.10, -0.14, 0.12, 0.10, 0.09, 0.09, 0.07, 0.01, -0.14, -0.11, -0.12, -0.14, 0.15, 0.11, 0.09, 0.08, 0.08, 0.01, -0.14, -0.11, -0.10, -0.15, 0.15, 0.08, 0.09, 0.10, 0.11, -0.01, -0.15, -0.10, -0.10, -0.13, 0.12, 0.09, 0.09, 0.10, 0.11, -0.01, -0.15, -0.11, -0.11, -0.15, 0.14, 0.10, 0.09, 0.09, 0.11, 0.00, -0.14, -0.12, -0.11, -0.14, 0.15, 0.11, 0.05, 0.09, 0.11], "homo_ha": -0.34547, "multiplicity": 1, "total_charge": 1, "lumo_energy_ev": -5.73}

=====

# 2
{"formula": "C2H14NSi3", "method": "ωB97M-V/def2-TZVPD", "elements": ["C", "C", "N", "Si", "Si", "Si", "H", "H", "H", "H", "H", "H", "H", "H", "H", "H", "H", "H", "H", "H"], "xyz": [[0.8413, -2.0606, -0.9039], [-0.7945, -1.1909, -0.6341], [-1.6725, -2.3011, -0.1779], [1.1101, 3.7664, 1.0392], [-0.6388, 0.2675, 0.6532], [1.1460, 1.6646, 0.1126], [1.2583, -2.2578, 0.1150], [0.6935, -2.9084, -1.6602], [1.5151, -1.3865, -1.2427], [-0.9629, -0.7306, -1.6761], [-2.0032, -2.8831, -0.8747], [-2.5110, -1.8702, 0.1713], [-1.0381, -2.8507, 0.4526], [1.0573, 3.5147, 2.6233], [-0.1636, 4.1579, 0.6448], [2.1313, 4.5558, 0.3117], [-0.7794, -0.3876, 1.8837], [-2.1679, 0.5557, 0.3577], [0.6790, 1.6264, -1.2284], [2.2998, 0.7187, 0.0328]], "lowdin_charge": [-0.02, -0.45, 0.14, 0.46, 0.50, 0.30, 0.07, 0.09, -0.02, 0.12, 0.13, 0.14, 0.18, -0.05, -0.14, -0.10, -0.11, -0.02, -0.13, -0.09], "homo_ha": -0.50429, "multiplicity": 1, "total_charge": 1, "lumo_energy_ev": -3.32}

=====

# 3
{"formula": "C5H7FNO2", "method": "ωB97M-V/def2-TZVPD", "elements": ["C", "C", "C", "C", "C", "N", "O", "O", "F", "H", "H", "H", "H", "H", "H", "H"], "xyz": [[0.4862, -0.2922, 1.7832], [-0.9031, -0.4558, 2.4490], [-0.3877, 1.4103, -1.1344], [-0.1285, -1.0963, -1.5854], [0.3912, 0.1479, -0.9296], [1.5779, -0.1323, 2.3011], [-1.3592, 0.6446, 2.7516], [-1.2954, -1.6052, 2.5975], [1.7531, 0.3411, -1.2524], [-0.6527, 1.5774, -2.1926], [0.1956, 2.2635, -0.7896], [-1.3078, 1.3640, -0.5533], [0.5145, -1.9455, -1.3569], [-1.1277, -1.3060, -1.2071], [-0.1859, -0.9951, -2.6821], [2.4295, 0.0794, 1.8010]], "lowdin_charge": [-0.05, -0.81, -0.09, -0.09, -0.37, 0.10, -0.04, -0.04, -0.08, 0.07, 0.07, 0.08, 0.07, 0.08, 0.07, 0.04], "homo_ha": [-0.14711, -0.10746], "multiplicity": 1, "total_charge": -1, "lumo_energy_ev": [3.82, 3.62]}

=====

# 4
{"formula": "H4O2", "method": "ωB97M-V/def2-TZVPD", "elements": ["H", "H", "H", "H", "O", "O"], "xyz": [[1.0365, 0.0405, -1.4199], [0.2565, -1.1526, -0.8576], [-0.4032, 0.5024, 0.3657], [-0.3142, 0.0759, 1.7978], [0.1823, -0.2344, -1.1258], [-0.7579, 0.7682, 1.2397]], "lowdin_charge": [0.05, 0.06, -0.03, 0.05, -0.02, -0.11], "homo_ha": -0.39622, "multiplicity": 1, "lumo_energy_ev": 0.55}

=====

# 5
{"formula": "C26H49N2O9P", "method": "ωB97M-V/def2-TZVPD", "elements": ["C", "C", "O", "C", "C", "C", "C", "C", "C", "C", "N", "C", "C", "N", "P", "O", "O", "O", "H", "H", "H", "H", "H", "H", "H", "H", "H", "H", "H", "H", "H", "H", "H", "H", "H", "H", "H", "C", "C", "O", "C", "H", "H", "H", "H", "H", "H", "C", "C", "O", "C", "H", "H", "H", "H", "H", "H", "C", "C", "O", "C", "H", "H", "H", "H", "H", "H", "C", "C", "O", "C", "H", "H", "H", "H", "H", "H", "C", "C", "O", "C", "H", "H", "H", "H", "H", "H"], "xyz": [[3.1218, 3.4534, -0.2298], [3.3698, 1.8489, 0.0184], [3.4997, 1.0429, -1.2049], [2.1997, 0.7520, -1.8285], [1.2218, -0.2453, -0.9678], [-0.3966, 0.0820, -1.2336], [-1.3309, -0.8445, -0.2105], [-2.9312, -0.3843, -0.2632], [-3.1195, 1.1229, 0.4332], [-2.6149, 1.1364, 2.0267], [-2.4973, 0.7146, 3.2679], [-4.7072, 1.6132, 0.4082], [-4.9723, 2.6839, 1.6632], [-5.0318, 3.3458, 2.7941], [-5.2474, 2.4153, -1.2392], [-6.1818, 3.6676, -0.8427], [-6.2387, 1.3440, -2.2452], [-3.9356, 3.0236, -2.2193], [2.7529, 3.8936, 0.8167], [2.2939, 3.6271, -1.0436], [4.1128, 4.0248, -0.5155], [4.4142, 1.7627, 0.5896], [2.5527, 1.4839, 0.7722], [1.6165, 1.7323, -2.1787], [2.4444, 0.1756, -2.8448], [1.3734, -1.3467, -1.3933], [1.4525, -0.3024, 0.1779], [-0.6747, -0.2042, -2.3393], [-0.5911, 1.2255, -1.0470], [-1.1906, -1.9970, -0.4723], [-0.8555, -0.7059, 0.8636], [-3.6256, -1.1163, 0.3712], [-3.3701, -0.3598, -1.3481], [-2.4567, 1.9183, -0.1548], [-5.4067, 0.6639, 0.5798], [-7.0083, 1.9463, -2.5349], [-3.6258, 2.2130, -2.7484], [7.3457, 3.4761, -2.2665], [6.8980, 4.8870, -1.9928], [5.7046, 5.1768, -1.9269], [7.9672, 5.9295, -1.8028], [6.4671, 2.8325, -2.3819], [7.9269, 3.4436, -3.1914], [7.9424, 3.1064, -1.4288], [8.5761, 6.0063, -2.7071], [8.5915, 5.6692, -0.9444], [7.4974, 6.9005, -1.6130], [5.5915, -1.6374, 1.8215], [5.3409, -0.5557, 2.8380], [5.2388, 0.6235, 2.5037], [5.2201, -0.9728, 4.2793], [5.6560, -1.1899, 0.8239], [6.5361, -2.1414, 2.0405], [4.7665, -2.3542, 1.8306], [6.1483, -1.4472, 4.6078], [4.3786, -1.6599, 4.3979], [5.0403, -0.0880, 4.8992], [0.1105, 6.0927, -4.0751], [-0.6307, 4.8152, -3.7844], [-0.0727, 3.8622, -3.2431], [-2.0812, 4.7489, -4.1817], [1.1469, 5.9965, -3.7342], [0.1126, 6.2845, -5.1510], [-0.3576, 6.9236, -3.5412], [-2.1768, 4.8808, -5.2625], [-2.6469, 5.5199, -3.6526], [-2.4871, 3.7684, -3.9110], [-2.8085, -5.6655, -0.9603], [-3.0591, -4.5838, 0.0562], [-3.1612, -3.4047, -0.2781], [-3.1799, -5.0009, 1.4975], [-2.7440, -5.2180, -1.9579], [-1.8639, -6.1695, -0.7413], [-3.6335, -6.3823, -0.9512], [-2.2517, -5.4754, 1.8261], [-4.0214, -5.6881, 1.6162], [-3.3597, -4.1161, 2.1174], [-6.0849, -8.2198, 4.7145], [-4.8258, -8.0727, 3.9026], [-4.8609, -7.6962, 2.7323], [-3.5220, -8.4042, 4.5782], [-6.9480, -7.9464, 4.0982], [-6.2000, -9.2577, 5.0368], [-6.0485, -7.5540, 5.5805], [-3.5230, -9.4504, 4.8945], [-3.3715, -7.7467, 5.4381], [-2.6986, -8.2522, 3.8723]], "lowdin_charge": [-0.09, -0.25, -0.22, -0.21, -0.17, -0.20, -0.19, -0.16, -0.27, -0.10, 0.09, -0.27, -0.13, 0.11, 0.76, -0.39, -0.24, -0.21, 0.09, 0.07, 0.06, 0.12, 0.11, 0.12, 0.14, 0.12, 0.10, 0.12, 0.10, 0.11, 0.11, 0.12, 0.12, 0.13, 0.15, 0.10, 0.09, -0.02, -0.49, 0.04, -0.03, 0.08, 0.08, 0.09, 0.08, 0.09, 0.08, -0.02, -0.48, 0.04, -0.03, 0.09, 0.08, 0.09, 0.08, 0.09, 0.09, -0.02, -0.48, 0.04, -0.02, 0.09, 0.09, 0.09, 0.09, 0.09, 0.05, -0.02, -0.47, 0.02, -0.02, 0.08, 0.09, 0.09, 0.09, 0.07, 0.09, -0.03, -0.49, 0.04, -0.03, 0.09, 0.09, 0.09, 0.09, 0.09, 0.08], "homo_ha": -0.33507, "multiplicity": 1, "lumo_energy_ev": -0.27}

=====

# 6
{"formula": "C30H50NO13S2Si", "method": "ωB97M-V/def2-TZVPD", "elements": ["C", "Si", "C", "C", "O", "C", "C", "S", "N", "C", "S", "H", "H", "H", "H", "H", "H", "H", "H", "H", "H", "H", "H", "H", "H", "O", "C", "O", "C", "C", "C", "H", "H", "H", "H", "H", "H", "O", "C", "O", "C", "C", "C", "H", "H", "H", "H", "H", "H", "O", "C", "O", "C", "C", "C", "H", "H", "H", "H", "H", "H", "O", "C", "O", "C", "C", "C", "H", "H", "H", "H", "H", "H", "O", "C", "O", "C", "C", "C", "H", "H", "H", "H", "H", "H", "O", "C", "O", "C", "C", "C", "H", "H", "H", "H", "H", "H"], "xyz": [[1.5677, 2.0038, 0.1929], [2.2851, 0.4390, -0.5999], [2.5137, 0.7811, -2.4455], [4.0450, 0.2209, 0.1116], [1.4544, -1.0101, -0.2208], [0.2741, -1.2754, -0.9213], [-1.0083, -0.9590, -0.1222], [-1.5848, 0.7481, -0.4226], [-2.6311, 0.6611, -1.7676], [-2.9052, 1.8099, -2.1660], [-3.0087, 3.3101, -2.6255], [2.3742, 2.4411, 0.8089], [1.3497, 2.7502, -0.5848], [0.7156, 1.8390, 0.8644], [1.5793, 0.7259, -3.0164], [2.8598, 1.8207, -2.5171], [3.2800, 0.1077, -2.8376], [4.1980, 0.8161, 1.0132], [4.1826, -0.8568, 0.2795], [4.7662, 0.4826, -0.6725], [0.2508, -2.3598, -1.1001], [0.1962, -0.8059, -1.9142], [-1.7969, -1.6176, -0.5141], [-0.9223, -1.1792, 0.9484], [-2.3031, 1.0669, 0.7051], [0.5941, -2.0231, -4.2873], [-0.4390, -2.6312, -4.2583], [-0.5262, -3.9481, -3.9756], [-1.8878, -4.3964, -4.1293], [-2.7352, -3.1429, -3.9914], [-1.8123, -2.0718, -4.5651], [-1.9894, -4.8616, -5.1113], [-2.1111, -5.1374, -3.3656], [-3.6971, -3.2171, -4.4944], [-2.9249, -2.9383, -2.9345], [-1.9181, -1.9759, -5.6467], [-1.9548, -1.1066, -4.0843], [7.1482, -4.7121, -2.8356], [6.0307, -4.2970, -2.7943], [5.3765, -4.0368, -1.6281], [4.0211, -3.6534, -1.9062], [4.0301, -3.1607, -3.3388], [5.1187, -4.0174, -3.9727], [3.3771, -4.5265, -1.7710], [3.7126, -2.8761, -1.2081], [3.0599, -3.2429, -3.8268], [4.3316, -2.1111, -3.3658], [4.7278, -4.9646, -4.3473], [5.6526, -3.4932, -4.7599], [3.1501, 3.1168, 2.5202], [2.9957, 4.3069, 2.4909], [3.4136, 5.0739, 1.4621], [3.1883, 6.4652, 1.7639], [2.0954, 6.4692, 2.8192], [2.3709, 5.1679, 3.5653], [4.1227, 6.8947, 2.1298], [2.8944, 6.9872, 0.8563], [2.1110, 7.3552, 3.4506], [1.1161, 6.4170, 2.3389], [3.0944, 5.3025, 4.3708], [1.4628, 4.7105, 3.9484], [-4.7563, -2.6717, 1.8376], [-4.1699, -2.2378, 2.7846], [-2.8146, -2.1442, 2.8286], [-2.3992, -1.6834, 4.1350], [-3.6149, -0.9763, 4.7106], [-4.7670, -1.7606, 4.0893], [-2.1008, -2.5492, 4.7277], [-1.5425, -1.0200, 4.0296], [-3.6248, -0.9593, 5.7982], [-3.6444, 0.0579, 4.3589], [-5.0402, -2.6306, 4.6878], [-5.6393, -1.1388, 3.9096], [1.4556, -3.2029, 5.4016], [2.3377, -2.8068, 4.6977], [2.4449, -1.5128, 4.3072], [3.5352, -1.3704, 3.3786], [4.4452, -2.5577, 3.6432], [3.4485, -3.6281, 4.0780], [3.1273, -1.3738, 2.3648], [4.0378, -0.4206, 3.5502], [5.0495, -2.8376, 2.7819], [5.1225, -2.3284, 4.4675], [3.0435, -4.1784, 3.2271], [3.8713, -4.3161, 4.8044], [-8.8956, 6.3913, -1.7805], [-8.0982, 5.5086, -1.8334], [-7.0886, 5.4683, -2.7469], [-6.3686, 4.2366, -2.6251], [-6.6447, 3.7471, -1.2118], [-8.0557, 4.2691, -0.9643], [-6.7362, 3.5407, -3.3843], [-5.3114, 4.4195, -2.7979], [-6.5456, 2.6669, -1.1029], [-5.9505, 4.2211, -0.5131], [-8.8181, 3.5707, -1.3116], [-8.2244, 4.5227, 0.0782]], "lowdin_charge": [-0.17, 0.49, -0.14, -0.14, -0.21, -0.32, -0.28, 1.13, -0.22, -0.78, 0.94, 0.00, 0.04, 0.01, 0.03, 0.05, 0.03, 0.03, 0.02, 0.04, 0.14, 0.09, 0.10, 0.11, 0.05, 0.11, -0.50, 0.03, -0.14, -0.15, -0.07, 0.13, 0.13, 0.12, 0.11, 0.14, 0.10, 0.13, -0.48, 0.02, -0.16, -0.16, -0.07, 0.13, 0.10, 0.10, 0.11, 0.13, 0.13, 0.09, -0.48, 0.03, -0.14, -0.15, -0.07, 0.13, 0.13, 0.12, 0.12, 0.14, 0.13, 0.12, -0.49, 0.00, -0.15, -0.15, -0.07, 0.13, 0.12, 0.12, 0.11, 0.14, 0.13, 0.12, -0.49, 0.02, -0.16, -0.15, -0.07, 0.10, 0.13, 0.12, 0.12, 0.13, 0.13, 0.15, -0.48, 0.03, -0.19, -0.17, -0.07, 0.13, 0.03, 0.11, 0.12, 0.14, 0.13], "homo_ha": -0.42475, "multiplicity": 1, "total_charge": 1, "lumo_energy_ev": -5.28}

=====

In eV/A, the max |F| values for the records above are, in order, 6.9 5.9 1.3 1.9 12.5 2.3.